(1)
This record from OMol25 describes 2 unconnected molecules or ions with the total composition C15H18N4O3 at a distorted geometry. The level of theory is ωB97M-V/def2-TZVPD.

```
40
Properties=species:S:1:pos:R:3:forces:R:3
C -2.7188 -1.6050 0.5988 0.365 0.938 -3.012
C -1.4360 -1.3698 -0.4015 -0.689 -0.785 2.481
C -3.7787 -1.0835 -0.4609 -2.034 -2.150 3.183
C -3.8881 0.4101 -0.4532 1.991 -4.182 -2.052
C -3.2909 1.1290 -1.4438 3.880 -4.086 -2.786
C -3.9651 2.3632 0.3042 0.022 4.322 -2.382
C 0.9901 -0.8528 -0.0737 0.758 -2.059 4.647
C 1.6327 -2.2936 -0.5766 5.670 5.105 6.772
C 1.8805 -0.3149 1.2984 -3.116 0.244 0.874
C 2.9353 0.5861 0.7851 2.315 -3.043 0.349
C 2.8817 1.8539 0.3754 0.455 1.318 -1.875
C 4.1596 -0.1049 0.6036 0.025 4.275 -1.492
C 3.8110 2.4853 -0.5114 2.954 -0.005 -3.034
C 5.1571 0.5221 -0.0947 0.870 2.057 -3.856
C 5.0057 1.7731 -1.0672 -3.171 -1.447 6.065
H -2.9040 0.0075 2.3104 1.164 -2.846 -2.227
H -2.8988 -1.6202 2.6324 0.275 0.133 -0.057
H -2.9360 -2.7267 0.5151 0.725 1.368 1.329
H -3.6989 -1.8481 -1.2693 0.954 2.112 -0.661
H -4.7021 -1.5975 -0.1931 -0.918 0.888 1.116
H -2.1389 0.8244 -2.2741 -4.602 0.690 2.416
H -4.3353 3.4771 0.7093 1.201 -3.636 -0.710
H -3.6535 3.0713 -1.6245 1.226 -0.247 0.815
H -0.7289 -1.3892 1.4582 1.546 1.986 -2.801
H 0.9616 -0.1106 -0.8292 0.404 0.663 -0.885
H 2.3619 -1.1747 1.8626 -0.837 0.838 -1.113
H 1.1267 0.2067 2.1418 1.653 -1.196 -2.612
H 1.9329 2.2308 0.5503 -1.556 1.823 0.214
H 4.3423 -0.9969 1.0439 0.503 -2.632 1.261
H 3.6996 3.5384 -0.9782 -0.517 -1.803 1.200
H 6.1102 0.0332 -0.1143 0.455 -0.298 -0.240
H 5.7753 2.1711 -1.7873 -1.057 -0.566 1.145
H 0.4615 -2.1086 -1.7930 -1.422 -0.319 -1.159
N -2.4516 -0.9748 1.9770 -2.103 0.068 0.269
N -4.2085 1.1598 0.6097 -2.076 -1.636 2.436
N -3.3585 2.3156 -0.9719 -1.091 8.435 0.493
N -0.3880 -1.0029 0.4185 -1.531 -2.055 0.024
O -1.5799 -1.5742 -1.6189 2.175 0.659 1.520
O 2.6976 -2.6527 -0.0828 -1.726 -0.289 -0.234
O 1.1372 -2.7568 -1.5750 -3.137 -2.643 -5.421
```
Positions in Å, forces in eV/Å.

Output
LUMO level in eV: 0.48
Highest occupied orbital energy in eV: -8.63
Gap between HOMO and LUMO in eV: 9.11



(2)
This record from OMol25 describes C6H12O in the gas phase. The level of theory is ωB97M-V/def2-TZVPD.

```
19
Properties=species:S:1:pos:R:3:forces:R:3
C 2.1088 0.0203 -0.5989 0.021 0.012 -0.077
C 1.0741 0.0470 0.5255 0.022 0.003 0.107
C -0.3668 -0.2189 0.0919 0.077 -0.002 -0.033
C -0.5741 -1.0365 -1.1673 -0.022 -0.019 -0.033
C -1.3776 -0.4062 1.2000 -0.075 -0.093 0.115
C -1.4130 0.8381 0.3798 -0.151 -0.191 -0.182
O -1.0743 2.0170 1.0493 0.106 0.195 -0.155
H 1.8690 0.7310 -1.3981 0.033 -0.069 0.113
H 2.1784 -0.9759 -1.0489 -0.002 0.161 0.024
H 3.1014 0.2747 -0.2109 -0.169 -0.023 -0.056
H 1.1065 1.0176 1.0345 0.011 -0.160 -0.027
H 1.3648 -0.6966 1.2780 -0.050 0.051 -0.090
H -0.1346 -0.5444 -2.0430 -0.059 -0.089 0.129
H -0.1231 -2.0323 -1.0787 -0.062 0.124 0.009
H -1.6427 -1.1748 -1.3668 0.145 0.019 0.053
H -1.0165 -0.2815 2.2183 -0.034 -0.008 -0.157
H -2.1660 -1.1450 1.0782 0.119 0.134 0.003
H -2.2239 0.9450 -0.3441 0.151 -0.007 0.102
H -0.6902 2.6214 0.4010 -0.060 -0.037 0.155
```
Positions in Å, forces in eV/Å.

Output
LUMO level in eV: 0.87
Structure (SMILES): CC[C@@]1(C)C[C@H]1O
Highest occupied orbital energy in eV: -9.38
Gap between HOMO and LUMO in eV: 10.25



(3)
This record from OMol25 describes a molecular structure, C18H19AsCl2MnN4O8S2. The level of theory is ωB97M-V/def2-TZVPD.

```
55
Properties=species:S:1:pos:R:3:forces:R:3
Mn 0.0514 -0.8717 -0.3451 0.217 0.188 0.233
C -1.5822 -0.4413 5.4606 0.021 -0.007 0.000
C -0.7811 -1.7033 5.1602 -0.007 -0.008 0.064
N -1.0268 -2.2382 3.8344 -0.118 0.163 0.097
C -0.5301 -1.6448 2.7153 0.285 -0.343 -0.255
S -1.1376 -2.2513 1.2118 -0.184 0.028 0.068
N 0.3984 -0.7350 2.8895 -0.073 0.092 0.197
N 0.9209 -0.3004 1.7225 -0.054 0.152 -0.175
C 1.7491 0.6723 1.7392 -0.015 -0.064 0.129
C 2.2032 1.3770 2.9784 -0.007 0.032 0.000
C 2.2999 1.0447 0.4259 -0.032 -0.124 -0.092
C 3.2981 2.0013 0.2945 0.006 0.011 0.042
C 3.8697 2.2204 -0.9470 0.020 0.009 -0.009
C 3.4402 1.4712 -2.0237 -0.014 -0.042 -0.025
C 2.4073 0.5672 -1.8276 -0.044 0.017 0.021
N 1.8341 0.3770 -0.6446 0.130 0.130 -0.027
H -1.3375 -0.0568 6.4530 0.002 0.003 0.008
H -2.6546 -0.6416 5.4278 -0.007 -0.005 -0.009
H -1.3526 0.3264 4.7229 0.003 0.012 -0.002
H -1.0206 -2.4888 5.8803 -0.011 -0.009 -0.013
H 0.2852 -1.4975 5.2442 -0.010 0.000 -0.019
H -1.8614 -2.7806 3.6898 0.014 -0.005 -0.006
H 1.7734 0.8870 3.8464 -0.004 -0.005 -0.006
H 1.8799 2.4213 2.9678 0.018 0.002 -0.014
H 3.2921 1.3599 3.0578 0.002 -0.003 0.015
H 3.6339 2.5528 1.1604 -0.005 -0.010 0.007
H 4.6533 2.9588 -1.0639 0.000 0.001 0.005
H 3.8710 1.5853 -3.0081 -0.005 0.004 -0.001
H 2.0042 -0.0125 -2.6437 -0.014 0.001 -0.016
O 0.0004 2.5485 -1.8505 -0.055 -0.154 -0.010
As -1.4415 1.9590 -1.0004 -0.033 0.092 -0.348
O -2.0602 3.2486 -0.2229 -0.079 0.092 0.087
O -0.9877 0.6703 -0.0287 0.132 -0.254 0.151
C -2.6929 1.3491 -2.3535 0.006 0.176 0.024
C -3.7624 2.2205 -2.5350 -0.009 0.055 0.036
C -4.7578 1.9414 -3.4617 0.036 -0.031 0.004
C -4.6869 0.7826 -4.2173 0.034 0.019 0.032
C -3.6260 -0.0941 -4.0380 -0.071 -0.071 -0.073
C -2.6372 0.1814 -3.1085 0.130 -0.096 0.069
S -1.3284 -1.0232 -2.9070 -0.173 -0.019 -0.211
O -0.1201 -0.2204 -2.6726 0.101 0.098 0.032
O -1.3418 -1.8187 -4.1047 0.043 0.032 0.034
O -1.6221 -1.7379 -1.6613 -0.168 -0.148 0.038
H 0.0689 3.4730 -1.5806 -0.048 0.046 0.034
H -3.8016 3.1171 -1.9281 0.006 -0.007 0.001
H -5.5826 2.6310 -3.5892 -0.004 0.002 -0.004
H -5.4531 0.5560 -4.9481 -0.006 -0.002 0.000
H -3.5466 -1.0017 -4.6204 0.012 -0.001 0.000
Cl 3.1374 -3.0913 -3.0268 0.037 0.016 -0.069
C 3.0129 -3.6833 -1.3579 -0.083 -0.009 0.083
Cl 2.1184 -5.2116 -1.2898 -0.007 -0.058 -0.009
C 2.3468 -2.6120 -0.4721 0.198 0.011 0.009
O 3.0196 -2.1314 0.4187 -0.007 -0.013 0.021
O 1.1472 -2.3410 -0.8247 -0.101 -0.010 -0.151
H 4.0163 -3.8708 -0.9982 -0.006 0.013 0.001
```
Positions in Å, forces in eV/Å.

Output
LUMO level (alpha / beta) in eV: 1.81 / 2.42
2S+1: 5
Highest occupied orbital energy (alpha / beta) in eV: -5.21 / -5.25
Gap between HOMO and LUMO (alpha / beta) in eV: 7.02 / 7.67
Charge: -1



Asked for ΔE to the lowest compared entry with this formula, charge and spin across the records above, the calculation gives 922.64; 112.43; 0.00 kJ/mol in order.